Model P:
DFT (the ωB97M-V functional and the def2-TZVPD basis) results for a molecular structure, C3H4LiLuO3.

spin multiplicity	1
charge	+2

Last column: Mulliken charge in e.
Element x y z (Å)
H -3.27632 -1.31084 0.24891  0.295
O -2.33233 0.44343 -0.09851  -0.516
O 0.75566 2.08333 -0.12152  -0.658
C -2.34370 -0.76876 0.00692  0.029
C 1.56861 1.17873 0.05625  -0.326
H -1.49171 -1.39275 -0.32761  0.210
Li -1.11701 1.90433 -0.14336  0.970
Lu 3.92679 0.30306 0.15838  1.444
O 2.25128 -1.11162 0.07133  -0.663
C 1.10064 -0.32601 0.05378  0.617
H 0.50691 -0.56938 -0.85595  0.275
H 0.45118 -0.43353 0.95138  0.323

---

Model Q:
DFT (the ωB97M-V functional and the def2-TZVPD basis) results for a molecular structure, C3H4LiLuO3.

spin multiplicity	1
charge	+2

Last column: Mulliken charge in e.
Element x y z (Å)
H 0.84825 -0.93972 2.04471  0.344
C 1.11028 -0.29327 1.18576  -0.067
C 0.12298 0.83364 1.09643  -0.260
O -0.85399 0.53195 0.16474  -0.298
C -1.65447 1.17188 -1.25928  -0.011
O -2.59367 0.29247 -1.63645  -0.283
Lu -0.50131 -1.19888 -1.12988  1.360
O 1.22583 -1.08391 0.01280  -0.698
H 2.07643 0.19515 1.42187  0.290
H 0.62766 1.75569 0.75483  0.298
H -3.17521 0.64533 -2.32414  0.416
Li 2.76722 -1.91033 -0.33139  0.909

---

Preferred: model P; penalty for the next structure: 3.602 eV.

---

Model P:
DFT (the ωB97M-V functional and the def2-TZVPD basis) results for 2 unconnected molecules or ions with the total composition C4H8N2S2.

spin multiplicity	1
SMILES	C=[N+](C)[S-].CN=C=S

Last column: Mulliken charge in e.
Element x y z (Å)
C 1.10113 -1.79586 1.56355  -0.277
N 1.41658 -0.99222 0.58842  0.088
C 2.16891 -1.24527 -0.60266  -0.797
S 0.90090 0.59221 0.58658  -0.351
H 0.34844 -1.43189 2.24803  0.281
H 1.55095 -2.83365 1.76446  0.228
H 2.22476 -0.20095 -1.19764  0.246
H 3.26818 -1.58503 -0.43522  0.307
H 1.80320 -2.04356 -1.33956  0.287
C -2.24747 1.87789 1.22666  -0.653
N -2.49050 0.60087 0.82478  -0.143
C -2.41122 -0.37410 0.13255  0.417
S -2.18667 -1.75008 -0.56350  -0.420
H -3.14770 2.41189 1.70031  0.252
H -1.26620 1.90456 1.85819  0.225
H -2.15468 2.47540 0.29341  0.309

---

Model Q:
DFT (the ωB97M-V functional and the def2-TZVPD basis) results for C4H8N2S2 in the gas phase.

spin multiplicity	1
SMILES	[H]/N=C1/C[C@H](S)CN1S

Last column: Mulliken charge in e.
Element x y z (Å)
H -0.59295 -2.50104 1.10615  0.228
N -1.05931 -1.60971 1.46587  -0.663
C -0.47557 -0.64128 0.93147  0.413
C -1.01794 0.84641 1.19784  -0.588
C -0.15607 1.61919 0.16010  -0.109
S -1.07702 1.91911 -1.37196  -0.194
C 1.08599 0.72739 -0.05079  -0.600
N 0.65797 -0.60044 0.16484  -0.123
S 1.42727 -2.03502 -0.40538  -0.212
H -2.09824 0.84327 0.85224  0.274
H -0.81769 1.14185 2.21520  0.332
H 0.14815 2.62139 0.50950  0.366
H -1.32874 0.64285 -1.47281  0.109
H 1.46400 0.73420 -1.09658  0.329
H 1.89086 1.03705 0.66877  0.276
H 1.92134 -2.50421 0.80834  0.162

---

Preferred: model Q; penalty for the next structure: 2.280 eV.

---

Model P:
DFT (the ωB97M-V functional and the def2-TZVPD basis) results for a molecular structure, C3H9N2O.

spin multiplicity	1
charge	-1

Last column: Mulliken charge in e.
Element x y z (Å)
C -1.10394 0.56381 -0.62184  -1.074
N 0.30848 0.30604 -0.67766  -0.394
C 1.06674 1.37573 -1.02281  -0.070
N 2.15136 1.34625 -1.81684  -0.752
H -1.75684 -0.31759 -0.83359  0.279
H -1.36077 1.03203 0.32690  0.351
H -1.44093 1.33751 -1.39268  0.381
H 0.50606 -0.75295 0.16302  0.476
H 0.72300 2.37657 -0.57171  0.291
H 2.67333 2.21838 -1.92443  0.188
C -0.34630 -1.92231 1.68045  -0.577
O 0.74939 -1.53936 0.98222  -0.686
H -0.11477 -2.18488 2.73183  0.237
H -1.15974 -1.10468 1.75904  0.136
H -0.89506 -2.73456 1.21810  0.215

---

Model Q:
DFT (the ωB97M-V functional and the def2-TZVPD basis) results for a gas-phase ion, C3H9N2O (charge -1).

spin multiplicity	1
charge	-1
SMILES	NCCNC[O-]

Last column: Mulliken charge in e.
Element x y z (Å)
N -1.74872 1.74079 -0.37534  -0.720
C -0.33839 1.83165 -0.03141  -0.284
C 0.04109 0.73866 1.13018  -0.619
N 0.28477 -0.62098 0.58297  -0.161
C 0.86860 -1.33520 -0.69642  -0.262
O 1.09176 -2.61044 -0.46903  -0.845
H -2.07075 0.76384 -0.34679  0.276
H -1.69367 1.76586 -1.35184  0.270
H 0.33771 1.85642 -0.99751  0.231
H -0.13245 2.83111 0.44920  0.243
H 0.80875 1.12046 1.89947  0.206
H -0.84917 0.57483 1.71856  0.313
H -0.10906 -1.30828 1.20491  0.132
H 1.71007 -0.82858 -1.18930  0.154
H 0.08440 -1.14143 -1.50205  0.066

---

Preferred: model P; penalty for the next structure: 0.995 eV.

---

Model P:
DFT (the ωB97M-V functional and the def2-TZVPD basis) results for C7H8N2O in the gas phase.

spin multiplicity	1

Last column: Mulliken charge in e.
Element x y z (Å)
C -0.96268 -0.73578 -0.69274  0.072
C 1.04132 0.72408 -1.75471  -0.227
C -0.20002 -0.13745 1.49715  0.000
C 0.75737 0.60260 0.82788  0.241
C 0.26728 0.22695 2.83370  -0.422
C 1.49112 0.95367 2.10515  -0.406
C -0.57169 -0.42122 -3.11991  -1.042
N -1.19057 -0.79718 0.56461  -0.560
N -0.05421 -0.16429 -1.80203  0.171
O 1.25892 1.04809 -0.53097  -0.238
H -1.71418 -1.28019 -1.22079  0.443
H -0.59341 0.75237 3.32906  0.233
H 0.55679 -0.62516 3.53463  0.233
H 2.55781 0.57566 2.26303  0.261
H 1.38232 1.95155 2.55540  0.201
H -1.56792 0.11574 -3.21827  0.386
H -0.01600 0.12670 -3.85587  0.372
H -0.55335 -1.46850 -3.57678  0.283

---

Model Q:
DFT (the ωB97M-V functional and the def2-TZVPD basis) results for a molecular structure, C7H8N2O.

spin multiplicity	1

Last column: Mulliken charge in e.
Element x y z (Å)
N 3.17190 0.19098 0.10809  -0.696
C 2.07806 -0.09418 -0.35299  -0.017
C 0.67378 0.14180 -0.11847  0.620
C -0.57184 -0.57293 -0.63584  -0.436
C -0.31616 -0.45571 0.85125  -0.275
N -0.93882 0.84074 1.21603  -0.554
C -2.21678 0.87511 0.43024  -0.404
C -1.35641 0.73998 -0.83395  -0.306
C -0.21067 1.39450 -0.00557  -0.337
H -0.62715 -1.52275 -1.16372  0.397
H -0.17700 -1.29658 1.52839  0.413
H -2.93993 0.08579 0.67792  0.286
H -2.67931 1.86607 0.52880  0.284
H -1.65796 1.04210 -1.84077  0.474
H 0.10032 2.44216 -0.02264  0.519
O 2.36795 -1.99371 -0.00071  -0.768
H 1.87332 -2.41089 -0.71234  0.288
H 3.42672 -1.27251 0.34630  0.513

---

Preferred: model P; penalty for the next structure: 1.094 eV.

---

Model P:
DFT (the ωB97M-V functional and the def2-TZVPD basis) results for a molecular structure, C7H8N2O.

spin multiplicity	1

Last column: Mulliken charge in e.
Element x y z (Å)
C -3.43640 -0.32229 0.25372  -1.293
C -2.11549 0.17393 -0.15091  0.852
C 0.27237 -0.37140 0.18321  0.196
C 0.77343 0.99958 0.37847  -0.460
C 2.15907 1.22264 0.28241  -0.273
C 2.95093 0.18397 -0.00818  -0.435
C 2.35929 -1.03367 -0.27421  -0.047
H -3.83827 -1.60497 -0.18608  0.249
H -3.43371 -0.55086 1.42237  0.264
H -4.13952 0.26851 -0.09356  0.450
H -1.19276 -1.29801 0.86615  0.234
H 0.30680 1.77592 0.64094  0.568
H 2.33536 2.31273 0.37620  0.319
H 4.16824 0.41818 -0.31768  0.165
H 2.78285 -1.90769 -0.60730  0.513
N -1.05218 -0.68227 0.20944  -0.129
N 1.11282 -1.34514 -0.20968  -0.602
O -1.89908 1.20769 -0.76080  -0.573

---

Model Q:
DFT (the ωB97M-V functional and the def2-TZVPD basis) results for a molecular structure, C7H8N2O.

spin multiplicity	1

Last column: Mulliken charge in e.
Element x y z (Å)
C -3.57696 -0.09148 0.11119  -0.842
C -2.82534 1.13948 0.12901  -0.225
C -2.63912 -1.03540 -0.05497  -0.210
C 1.31739 1.11430 -0.47756  -0.729
C 1.43474 -0.11531 -0.00641  0.546
C -0.23134 -1.29176 -0.14969  0.451
C 2.54779 -0.93198 0.42102  -1.096
N -1.53464 0.86748 0.01177  -0.780
N -1.40685 -0.47826 0.00757  0.506
O -0.00973 -2.43586 -0.24602  -0.461
H -4.59145 -0.23007 0.25118  0.440
H -3.08865 2.14505 0.10144  0.500
H -2.73500 -2.06001 -0.18156  0.453
H 2.20419 1.75296 -0.27543  0.232
H 0.37616 1.59232 -0.78646  0.360
H 2.31532 -1.62802 1.24690  0.295
H 3.42014 -0.25130 0.39808  0.332
H 2.84812 -1.79966 -0.34516  0.226

---

Preferred: model P; penalty for the next structure: 0.691 eV.

---

Model P:
DFT (the ωB97M-V functional and the def2-TZVPD basis) results for 2 unconnected molecules or ions with the total composition CH9N2.

spin multiplicity	1
charge	+1

Last column: Mulliken charge in e.
Element x y z (Å)
N -0.00563 -2.00214 0.54265  -0.903
H 0.64814 -2.39990 -0.13015  0.280
H -0.00051 -2.60525 1.36790  0.262
H 0.35069 -0.11391 0.42348  0.378
H -0.92793 -2.21911 0.16027  0.274
C -0.57811 1.54825 -0.45800  -0.770
N 0.62938 0.78599 -0.02671  -0.270
H -1.22805 1.71576 0.38551  0.331
H -1.09667 0.95989 -1.21433  0.325
H -0.25130 2.44905 -0.96722  0.342
H 1.29588 0.58751 -0.77015  0.355
H 1.16411 1.29386 0.68674  0.396

---

Model Q:
DFT (the ωB97M-V functional and the def2-TZVPD basis) results for 2 unconnected molecules or ions with the total composition CH9N2.

spin multiplicity	1
charge	+1

Last column: Mulliken charge in e.
Element x y z (Å)
N -1.91967 0.01176 0.71671  -0.902
H -2.61978 -0.01334 1.44685  0.255
H -2.42920 0.01909 -0.16432  0.252
H -0.28607 -0.44573 0.10313  0.318
H -1.49011 0.91650 0.89503  0.248
C 1.46579 0.62313 -0.52516  -0.770
N 0.69103 -0.66257 -0.23407  -0.227
H 0.87035 1.25673 -1.16758  0.319
H 1.65770 1.02336 0.46448  0.346
H 2.40739 0.30947 -0.96100  0.361
H 1.21626 -1.24055 0.39786  0.393
H 0.55441 -1.22419 -1.07204  0.406

---

Preferred: model P; penalty for the next structure: 0.218 eV.